[1]
79
Properties=species:S:1:pos:R:3 method="wB97M-V/def2-TZVPD" multiplicity=8 e_tot_ha=-5704.4134 fmax_ha_per_bohr=0.0981 e_lumo_ev="-6.1 / -6.0" charge=+2
C 5.97671 0.36282 -0.97680
C 4.86810 0.13576 -1.81500
C 5.11863 -0.03146 -3.20192
C 6.42009 0.17310 -3.67908
N 7.44804 0.44563 -2.87264
C 7.24638 0.53127 -1.55656
C 3.51688 0.12080 -1.26913
C 2.43709 -0.20935 -0.70209
C 1.28309 -0.78747 -0.05844
C 1.14425 -0.88914 1.35253
C -0.07359 -1.05606 1.94403
C -1.33122 -1.12245 1.12033
C -1.00259 -1.61981 -0.25802
C 0.22183 -1.36451 -0.80589
Eu 2.27990 2.03387 -1.07600
P -2.71406 -2.07753 2.03210
H 4.32652 -0.29147 -3.90057
H 5.87262 0.42388 0.10528
H 6.63952 0.10759 -4.75270
H 8.12383 0.73911 -0.93125
H 0.41638 -1.60664 -1.85587
H 2.05685 -0.77914 1.95275
H -1.83803 -1.88394 -0.91484
H -0.19125 -0.90124 3.02198
C -3.89738 -0.98194 2.91860
C -5.36464 -1.05780 2.50669
H -3.56965 0.05859 2.77677
H -3.78983 -1.18787 3.99066
H -5.90115 -0.21921 2.97419
H -5.49604 -0.97673 1.41775
H -5.85242 -1.98134 2.85039
C -3.54317 -3.08812 0.77296
C -2.77805 -4.32703 0.30003
H -3.78708 -2.42870 -0.07199
H -4.49834 -3.37947 1.23292
H -3.37157 -4.83000 -0.47485
H -1.80191 -4.08478 -0.14211
H -2.62381 -5.05073 1.11238
C -1.93020 -3.21161 3.20551
C -2.93795 -4.05596 3.99017
H -1.29777 -2.60877 3.87783
H -1.24844 -3.84037 2.60873
H -2.40625 -4.61815 4.76505
H -3.68948 -3.42859 4.48402
H -3.44894 -4.77979 3.34414
Br -2.11424 0.63752 0.89194
P -0.63984 2.37867 -3.01320
C -1.90943 1.05600 -2.68619
C -3.38424 1.37307 -2.91934
H -1.75150 0.73857 -1.64117
H -1.61993 0.22375 -3.34484
H -3.97431 0.47783 -2.68754
H -3.76243 2.18793 -2.29523
H -3.57240 1.62525 -3.96779
C -0.89099 3.48209 -1.52819
C -1.87220 4.63932 -1.82843
H 0.08117 3.90231 -1.20884
H -1.27825 2.84395 -0.72275
H -2.12271 5.17763 -0.90311
H -1.43455 5.37693 -2.52043
H -2.82215 4.30265 -2.26923
C 0.83333 1.32334 -3.16557
C 1.21526 0.41481 -4.36475
H 0.84233 0.64765 -2.27601
H 1.61520 2.13242 -3.22138
H 2.26177 0.08455 -4.21695
H 0.59527 -0.49316 -4.40983
H 1.17306 0.97954 -5.30737
Cl 5.42874 1.34562 3.45101
C 3.85845 1.85899 2.97350
C 2.79048 1.90276 3.87419
C 1.51622 2.28086 3.42490
C 1.36260 2.62556 2.08350
N 2.41100 2.61399 1.23856
C 3.65418 2.24957 1.64439
H 2.97085 1.65538 4.91036
H 0.65484 2.32023 4.08969
H 0.40376 2.96028 1.65836
H 4.46878 2.29892 0.91571

[2]
15
Properties=species:S:1:pos:R:3 method="wB97M-V/def2-TZVPD" e_above_lowest_ev=8.267 e_tot_ha=-433.0190 fmax_ha_per_bohr=0.1946 e_lumo_ev=0.3
C -2.57808 -0.33574 0.63321
C -1.30428 -0.11693 -0.16260
C 1.21326 -0.23590 0.14267
H -3.19153 -1.44497 0.05612
H -3.53588 0.54669 0.79967
H -1.83067 -0.53804 1.89150
H -0.09731 -1.68076 0.94274
H 0.50673 1.18427 -1.22535
H 2.66846 1.86208 -0.31678
H 3.42676 0.12162 -0.64727
N -0.22643 -0.72554 0.30730
N 1.32298 0.68819 -0.75817
N 2.53024 0.99057 -1.07846
O -0.96769 0.66529 -1.14809
O 2.06343 -0.98084 0.56351